(1)
Density functional theory data (the ωB97M-V functional and the def2-TZVPD basis) for 2 unconnected molecules or ions with the total composition C5H11O2.

Geometry as XYZ:
```
18
Properties=species:S:1:pos:R:3:nbo_charge:R:1
C 2.816 1.525 -0.677 -0.5982
C 1.330 1.791 -0.765 -0.6574
H 3.428 2.258 -0.043 0.1722
H 3.077 0.565 -0.304 0.1967
H 3.307 1.708 -1.651 0.1768
H 0.796 1.133 -1.580 0.2394
H 1.126 2.798 -0.884 0.1883
H 0.813 1.290 0.088 0.2637
C -0.983 -1.824 0.372 -0.5537
C -0.351 -1.755 1.798 -0.6459
C -1.190 -0.295 -0.152 0.7822
O -1.101 0.594 0.675 -0.7800
O -1.343 -0.172 -1.359 -0.7876
H -0.261 -2.276 -0.381 0.1960
H -1.966 -2.363 0.229 0.1980
H 0.667 -2.146 1.849 0.1789
H -0.893 -2.332 2.574 0.1766
H -0.276 -0.674 2.119 0.2540
```

Computed properties:
**Net charge**: -1
**Energy relative to the best compared isomer or geometry (same formula, charge and spin)**: 0.919 eV
**HOMO level**: -3.945 eV

---

(2)
Density functional theory data (the ωB97M-V functional and the def2-TZVPD basis) for a gas-phase ion, C2H5N2O (charge +1).

Geometry as XYZ:
```
10
Properties=species:S:1:pos:R:3:nbo_charge:R:1
C 0.713 -0.909 -0.091 -0.7635
C -0.247 0.148 -0.041 0.4759
N 0.149 1.341 0.345 -0.6267
N -1.493 0.134 -0.666 0.1609
O -2.592 -0.258 -0.332 -0.0671
H 0.438 -1.768 -0.872 0.3203
H 1.811 -0.525 -0.213 0.2901
H 0.666 -1.655 0.751 0.3284
H 1.038 1.328 0.687 0.4246
H -0.483 2.165 0.432 0.4572
```

Computed properties:
**Net charge**: +1
**Energy relative to the best compared isomer or geometry (same formula, charge and spin)**: 4.328 eV
**HOMO level (alpha / beta)**: -15.359 / -15.358 eV
**SMILES string**: CC(=[NH2+])N=O

---

(3)
Density functional theory data (the ωB97M-V functional and the def2-TZVPD basis) for a molecular structure, C29H45Cl2N2PRuS.

Geometry as XYZ:
```
81
Properties=species:S:1:pos:R:3:mulliken_charge:R:1
P 0.111 -0.819 -1.053 0.9295
C 1.670 -0.246 -1.996 0.0928
C 1.886 -0.629 -3.478 -0.2059
C 3.278 -0.197 -3.963 -1.0308
C 3.570 1.287 -3.695 -0.6626
C 3.212 1.738 -2.272 -0.8684
C 1.814 1.268 -1.852 -0.0438
C -1.304 0.037 -1.985 0.4572
C -1.192 0.175 -3.509 -0.5176
C -2.499 0.716 -4.109 -1.0214
C -2.940 2.031 -3.451 -0.6840
C -2.913 1.988 -1.914 -0.9336
C -1.601 1.406 -1.366 -0.6309
C -0.062 -2.489 -1.891 0.0261
C 1.142 -3.411 -1.579 -0.7770
C 1.040 -4.808 -2.227 -0.8124
C -0.296 -5.500 -1.948 -0.7505
C -1.498 -4.609 -2.260 -0.7883
C -1.406 -3.206 -1.617 -0.7021
H 2.439 -0.758 -1.386 0.6118
H 1.134 -0.118 -4.092 -0.0005
H 1.757 -1.704 -3.654 0.2120
H 3.352 -0.408 -5.040 0.3851
H 4.027 -0.813 -3.443 0.3900
H 4.634 1.472 -3.871 0.3893
H 3.013 1.899 -4.417 0.3125
H 3.941 1.318 -1.565 0.3517
H 3.256 2.832 -2.198 0.3913
H 1.600 1.588 -0.825 -0.5606
H 1.071 1.750 -2.500 0.1892
H -2.143 -0.637 -1.752 0.5201
H -3.281 -0.044 -3.968 0.3733
H -0.942 -0.778 -3.993 0.2565
H -0.385 0.884 -3.744 0.1452
H -2.356 0.863 -5.190 0.3969
H -3.954 2.271 -3.786 0.3990
H -2.287 2.843 -3.798 0.2844
H -3.062 2.997 -1.506 0.3962
H -3.741 1.356 -1.562 0.3590
H -1.655 1.309 -0.276 -0.0003
H -0.775 2.097 -1.582 0.1794
H -0.047 -2.184 -2.951 -0.0689
H 2.077 -2.938 -1.905 0.2465
H 1.238 -3.541 -0.489 0.3462
H 1.170 -4.705 -3.314 0.3239
H 1.869 -5.425 -1.855 0.3909
H -0.333 -5.793 -0.891 0.3325
H -0.361 -6.419 -2.539 0.3676
H -2.425 -5.088 -1.914 0.3963
H -1.581 -4.488 -3.349 0.3395
H -2.238 -2.603 -2.004 0.1654
H -1.577 -3.294 -0.533 0.3101
Ru -0.099 -0.082 2.437 -0.0804
Cl -2.157 -0.603 1.499 -0.4923
Cl 2.153 0.075 2.223 -0.5850
C -0.526 1.378 3.475 -0.7471
H -0.909 1.197 4.507 0.6390
C -0.519 2.823 3.169 1.2616
C -1.193 3.794 3.962 -0.6245
C -1.304 5.094 3.471 -0.4271
C -0.733 5.437 2.231 -0.5139
C -0.005 4.497 1.490 -0.6378
C 0.131 3.197 1.987 0.0511
H -1.603 3.504 4.930 0.3683
H -1.839 5.853 4.052 0.3550
H 0.459 4.755 0.538 0.4133
H 0.748 2.459 1.486 0.0794
H -0.858 6.458 1.846 0.3429
C -1.157 -1.832 7.338 -0.7875
N -0.075 -0.903 6.945 0.1990
C 0.628 -0.101 7.849 -0.0495
C 1.526 0.630 7.137 -0.6396
N 1.363 0.284 5.799 0.1834
C 0.379 -0.667 5.678 -0.1659
S -0.200 -1.464 4.265 -0.2842
H -2.066 -1.586 6.769 0.3205
H -0.832 -2.876 7.169 0.3045
H -1.306 -1.652 8.412 0.2889
H 0.395 -0.145 8.899 0.4182
H 2.228 1.377 7.482 0.4160
H 1.922 0.624 5.014 0.1861
```

Computed properties:
**<S²>**: 6.042
**Spin multiplicity**: 5
**HOMO level (alpha / beta)**: -6.196 / -7.872 eV

---

(4)
Density functional theory data (the ωB97M-V functional and the def2-TZVPD basis) for 2 unconnected molecules or ions with the total composition Cl2HN3.

Geometry as XYZ:
```
6
Properties=species:S:1:pos:R:3:nbo_charge:R:1
N -0.203 1.828 -0.035 0.0811
N -0.405 -0.720 -1.130 -0.4120
N -0.164 0.716 0.181 -0.1627
Cl 0.760 -1.789 -0.923 0.3771
Cl 0.954 0.016 1.745 -0.3516
H -0.943 -0.051 0.162 0.4681
```

Computed properties:
**Energy relative to the best compared isomer or geometry (same formula, charge and spin)**: 3.490 eV
**HOMO level (alpha / beta)**: -9.589 / -9.826 eV

---

(5)
Density functional theory data (the ωB97M-V functional and the def2-TZVPD basis) for a gas-phase ion, C8H12BrFN3 (charge +1).

Geometry as XYZ:
```
25
Properties=species:S:1:pos:R:3:nbo_charge:R:1
C -2.154 1.239 -0.019 0.3018
C -2.156 -0.078 -0.087 -0.0180
C -1.000 2.086 0.162 0.0043
C 0.637 0.341 -0.070 0.4387
C -1.140 3.384 0.283 -0.2579
C 2.205 -0.412 -1.842 -0.6312
C -0.044 -1.858 1.867 -0.4273
C 2.034 -0.071 -0.357 -0.5097
N 0.317 1.497 0.144 -0.4055
N -0.302 -0.739 -0.345 -0.3085
N -0.251 -1.907 0.343 -0.3791
F -3.353 1.854 0.130 -0.2885
Br -3.330 -1.518 -0.456 0.2054
H -0.422 4.164 0.333 0.2344
H -2.082 3.936 0.337 0.2306
H 3.182 -0.868 -1.992 0.2365
H 1.967 0.359 -2.649 0.2473
H 1.508 -1.173 -2.300 0.2084
H -0.968 -1.593 2.371 0.2410
H 0.176 -2.848 2.176 0.2427
H 0.577 -0.956 1.936 0.2415
H 2.503 0.844 -0.231 0.2650
H 2.561 -0.696 0.297 0.2318
H 0.590 -2.395 -0.138 0.4422
H -1.054 -2.593 0.107 0.4541
```

Computed properties:
**Net charge**: +1
**HOMO level**: -12.632 eV

---

(6)
Density functional theory data (the ωB97M-V functional and the def2-TZVPD basis) for a gas-phase ion, C5H7N2 (charge +1).

Geometry as XYZ:
```
14
Properties=species:S:1:pos:R:3:nbo_charge:R:1
H 0.114 3.662 -0.661 0.4065
N 0.416 2.713 -0.265 -0.5436
C -0.143 1.641 -0.668 0.0795
C 0.072 0.415 0.141 -0.0070
C 0.992 0.553 1.312 -0.6334
C -0.371 -0.767 -0.346 0.4622
N -0.837 -1.700 -0.985 -0.2887
C -1.314 -2.888 -0.968 0.0504
H -0.586 1.458 -1.659 0.1894
H 1.341 -0.543 1.551 0.2419
H 1.593 1.295 0.912 0.2769
H 0.459 0.975 2.227 0.2797
H -2.029 -3.084 -1.746 0.2419
H -0.804 -3.597 -0.298 0.2443
```

Computed properties:
**Net charge**: +1
**Energy relative to the best compared isomer or geometry (same formula, charge and spin)**: 5.105 eV
**HOMO level**: -14.118 eV
**SMILES string**: [H]/N=C/C(C)=C=[N+]=C

---

(7)
Density functional theory data (the ωB97M-V functional and the def2-TZVPD basis) for a molecular structure, C6H15AgF4N3O10S4.

Geometry as XYZ:
```
43
Properties=species:S:1:pos:R:3:nbo_charge:R:1
Ag -0.112 -0.954 -0.141 1.0222
N 2.109 -0.799 0.068 -1.3262
S 3.003 0.504 0.525 2.5288
O 2.529 1.742 0.002 -0.9250
O 4.327 0.114 0.241 -0.9041
F 2.976 0.612 2.106 -0.4759
S 2.370 -2.283 0.768 2.5315
O 1.626 -2.491 1.934 -0.8877
O 3.743 -2.484 0.607 -0.8628
F 1.577 -3.061 -0.377 -0.4916
N -2.233 -1.147 -0.238 -1.3641
S -3.426 -1.464 -1.374 2.5471
O -4.641 -0.945 -0.902 -0.8905
O -3.216 -2.768 -1.818 -0.8749
F -3.051 -0.449 -2.533 -0.4882
S -2.718 -1.353 1.194 2.5614
O -3.696 -2.341 1.480 -0.8899
O -2.801 -0.106 1.852 -0.9663
F -1.394 -1.906 1.784 -0.5048
C 1.597 -0.973 -3.316 -0.2479
O 0.741 -0.172 -2.513 -0.5614
C 0.585 1.165 -2.754 -0.0597
C -0.489 1.765 -1.810 -0.2641
N -0.204 1.446 -0.414 -0.3619
C -1.004 2.034 0.657 -0.2734
C -0.471 1.740 2.084 -0.0649
O -0.076 0.443 2.249 -0.5797
C 0.031 0.085 3.656 -0.2607
H 1.297 -1.201 -4.297 0.1855
H 1.637 -1.906 -2.784 0.2026
H 2.608 -0.672 -3.306 0.1875
H 0.245 1.519 -3.753 0.1915
H 1.434 1.775 -2.453 0.1828
H -1.535 1.492 -1.955 0.2326
H -0.366 2.842 -2.019 0.2293
H 0.736 1.096 -0.271 0.4399
H -1.997 1.619 0.358 0.2583
H -1.099 3.133 0.490 0.2352
H -1.213 2.051 2.881 0.2089
H 0.419 2.392 2.207 0.1753
H 0.658 0.825 4.190 0.1845
H 0.483 -0.920 3.636 0.2224
H -0.991 0.001 4.058 0.1986
```

Computed properties:
**<S²>**: 0.758
**Spin multiplicity**: 2
**HOMO level (alpha / beta)**: -10.360 / -10.241 eV

---

(8)
Density functional theory data (the ωB97M-V functional and the def2-TZVPD basis) for a single C4H9NO molecule.

Geometry as XYZ:
```
15
Properties=species:S:1:pos:R:3:nbo_charge:R:1
C 1.049 -1.187 1.507 -0.4172
C 0.898 -0.067 0.820 -0.1927
C 0.154 -0.003 -0.495 -0.1186
N -0.451 -1.222 -1.005 -0.8530
C -0.928 1.056 -0.488 -0.0596
O -0.285 2.333 -0.354 -0.7307
H 0.784 -2.227 1.168 0.1922
H 1.549 -1.231 2.473 0.1992
H 1.206 0.928 1.181 0.2221
H 0.866 0.421 -1.250 0.2071
H -1.006 -1.712 -0.282 0.3631
H 0.223 -1.913 -1.454 0.3763
H -1.669 0.821 0.327 0.1565
H -1.403 0.976 -1.460 0.1809
H -0.988 3.026 -0.687 0.4744
```

Computed properties:
**Energy relative to the best compared isomer or geometry (same formula, charge and spin)**: 2.149 eV
**HOMO level**: -9.391 eV
**SMILES string**: C=C[C@@H](N)CO

---

(9)
Density functional theory data (the ωB97M-V functional and the def2-TZVPD basis) for a molecular structure, C16H23N9O6S2V.

Geometry as XYZ:
```
57
Properties=species:S:1:pos:R:3:nbo_charge:R:1
V 0.507 1.630 0.643 1.4248
N 0.434 1.214 3.364 -0.6450
N 1.806 1.247 3.667 -0.4103
C 2.663 1.606 2.700 0.6541
N 3.955 1.387 2.824 -0.7079
N 2.110 2.275 1.665 -0.4989
N 2.333 1.853 0.393 0.3825
O 1.751 2.568 -0.513 -0.4359
O 2.912 0.761 0.153 -0.4535
H -0.058 1.936 3.882 0.3993
H 0.058 0.315 3.645 0.3983
H 2.124 0.998 4.591 0.4225
H 4.337 0.857 3.592 0.4344
H 4.592 1.666 2.095 0.4491
C 1.193 -6.168 -4.231 -0.6296
C 1.065 -5.085 -3.173 -0.6368
S -0.403 -5.461 -2.177 2.1748
O -1.565 -5.308 -3.005 -0.9402
O -0.165 -6.661 -1.440 -0.9076
C -0.491 -4.091 -0.957 -0.6823
C -1.339 -2.970 -1.544 -0.2390
N -1.308 -1.764 -0.697 -0.2814
C -0.388 -0.795 -0.762 0.4855
N -0.676 0.172 0.148 -0.6218
C -1.819 -0.218 0.804 -0.0367
C -2.204 -1.413 0.299 0.1846
N -3.334 -2.202 0.746 0.5225
O -3.351 -3.375 0.445 -0.3271
O -4.138 -1.604 1.424 -0.3180
C 0.751 -0.751 -1.712 -0.6864
H 2.047 -5.960 -4.875 0.2371
H 0.301 -6.207 -4.854 0.2394
H 1.343 -7.141 -3.767 0.2431
H 0.893 -4.099 -3.610 0.2153
H 1.906 -5.073 -2.480 0.2359
H 0.528 -3.778 -0.725 0.2282
H -0.957 -4.534 -0.078 0.2739
H -2.363 -3.308 -1.641 0.2839
H -0.996 -2.693 -2.539 0.2340
H -2.298 0.373 1.566 0.2601
H 0.695 -1.552 -2.444 0.2576
H 1.697 -0.843 -1.181 0.2793
H 0.767 0.202 -2.242 0.2645
S -2.693 4.314 -0.935 0.5930
C -1.873 2.889 -0.538 -0.1092
N -0.932 2.981 0.377 -0.5813
C -0.825 4.302 0.838 0.1735
C 0.029 4.793 1.829 -0.2497
C -0.019 6.135 2.142 -0.1574
C -0.910 7.000 1.499 -0.1687
C -1.776 6.533 0.534 -0.1836
C -1.723 5.181 0.214 -0.2412
H -2.131 1.961 -1.027 0.2433
H 0.707 4.131 2.343 0.2159
H 0.641 6.531 2.901 0.2387
H -0.932 8.046 1.773 0.2486
H -2.475 7.198 0.045 0.2516
```

Computed properties:
**<S²>**: 0.958
**Net charge**: +2
**Energy relative to the best compared isomer or geometry (same formula, charge and spin)**: 0.251 eV
**Spin multiplicity**: 2
**HOMO level (alpha / beta)**: -14.736 / -14.652 eV

---

(10)
Density functional theory data (the ωB97M-V functional and the def2-TZVPD basis) for 2 unconnected molecules or ions with the total composition CH3FO2S.

Geometry as XYZ:
```
8
Properties=species:S:1:pos:R:3:nbo_charge:R:1
C -1.621 1.207 1.444 0.2524
O -0.799 2.024 1.686 -0.4956
H -1.241 0.207 1.176 0.1190
H -2.682 1.601 1.440 0.1220
O 1.203 -1.657 -2.179 -0.8437
S 1.056 -0.782 -0.846 0.8350
F 2.468 -0.042 -0.711 -0.4849
H 1.616 -2.558 -2.009 0.4958
```

Computed properties:
**Energy relative to the best compared isomer or geometry (same formula, charge and spin)**: 1.427 eV
**HOMO level**: -9.164 eV
**SMILES string**: C=O.OSF

---

(11)
Density functional theory data (the ωB97M-V functional and the def2-TZVPD basis) for a single C2H6N2OS molecule.

Geometry as XYZ:
```
12
Properties=species:S:1:pos:R:3:nbo_charge:R:1
S 2.455 0.211 -0.035 -0.0859
C 0.743 -0.026 0.732 -0.4984
C -0.327 0.735 -0.192 -0.2650
N -1.578 0.522 0.489 -0.0333
N -2.230 -0.718 0.177 -0.2429
O -2.681 0.440 -0.426 -0.2441
H 2.531 1.211 -0.849 0.1284
H 0.781 0.248 1.847 0.2331
H 0.558 -1.119 0.779 0.2336
H -0.458 0.275 -1.175 0.2141
H -0.281 1.775 -0.256 0.2148
H -2.699 -1.186 0.989 0.3456
```

Computed properties:
**Energy relative to the best compared isomer or geometry (same formula, charge and spin)**: 6.293 eV
**HOMO level**: -9.285 eV
**SMILES string**: SCCn1[nH]o1

---

(12)
Density functional theory data (the ωB97M-V functional and the def2-TZVPD basis) for 2 unconnected molecules or ions with the total composition C6H6N4S.

Geometry as XYZ:
```
17
Properties=species:S:1:pos:R:3:nbo_charge:R:1
C -0.986 -2.098 -0.207 -0.2641
C -1.911 -1.105 -0.113 -0.1397
C 0.366 -1.798 -0.116 0.0635
C -1.477 0.216 -0.031 0.0501
C -0.096 0.445 0.011 0.0467
C 0.029 1.829 0.079 -0.0701
N 0.793 -0.600 0.039 -0.4135
N -2.161 1.378 0.011 -0.2652
N -1.224 2.315 -0.065 -0.2680
N 3.510 1.172 -0.239 -0.6840
S 3.211 -0.174 0.182 0.5499
H -1.218 -3.089 -0.514 0.2187
H -2.996 -1.246 -0.160 0.2265
H 1.033 -2.516 -0.137 0.1777
H -1.646 3.178 -0.207 0.4220
H 0.985 2.280 -0.071 0.2507
H 3.789 -0.188 1.537 0.0987
```

Computed properties:
**<S²>**: 2.017
**Energy relative to the best compared isomer or geometry (same formula, charge and spin)**: 0.000 eV
**Spin multiplicity**: 3
**HOMO level (alpha / beta)**: -6.658 / -8.904 eV

---

Ordered max |F| results: 4.57; 4.72; 5.41; 4.02; 6.90; 4.51; 4.14; 3.39; 2.41; 1.98; 3.63; 7.30; unit eV/Å.